20
Properties=species:S:1:pos:R:3:forces:R:3:mulliken_spin:R:1 method="wB97M-V/def2-TZVPD" energy_ev=-19731.05621 e_homo_ha="-0.4564 / -0.4545" multiplicity=2 e_above_lowest_kcal_mol=50.8 charge=+1
C 0.212 0.057 -1.694 -1.8 0.8 2.1 0.010
C -0.199 -1.471 -1.732 1.2 -1.1 -0.3 0.028
C -1.467 -1.905 -0.879 -0.1 -0.9 -1.4 -0.043
S -1.414 -3.748 -0.329 2.2 1.2 1.3 0.982
N 1.356 0.471 -2.477 -0.2 2.0 0.6 0.011
H -0.678 0.694 -1.981 0.5 -0.9 0.3 0.000
H 0.410 0.359 -0.590 -0.4 -0.7 -1.6 -0.001
H 0.656 -2.091 -1.317 -0.6 0.8 -0.7 -0.007
H -0.371 -1.816 -2.806 0.2 0.4 1.4 -0.003
H -1.701 -1.190 -0.054 -0.2 -1.0 -0.4 0.027
H -2.263 -2.283 -1.538 -0.4 2.3 0.0 0.009
H -2.468 -4.185 -0.970 -1.0 -0.2 -0.5 -0.012
H 1.528 -0.080 -3.288 0.0 -0.1 -0.8 0.000
H 1.239 1.528 -2.689 0.5 -2.7 0.1 0.000
H 0.363 2.325 6.479 0.0 -0.7 -0.2 0.000
H 0.288 3.694 6.200 -0.1 5.6 2.6 0.000
O 0.300 2.943 5.748 0.1 -5.0 -2.5 0.000
H 1.234 2.461 2.118 0.6 -0.4 -1.1 0.000
H 1.895 1.967 0.631 -1.7 1.0 2.2 0.000
O 1.081 2.273 1.168 1.1 -0.7 -1.2 0.000